C3H12N4 | ωB97M-V/def2-TZVPD

Structure (XYZ):
```
19
Properties=species:S:1:pos:R:3:mulliken_charge:R:1
H -0.170 -1.954 -3.371 0.215
N 0.550 -1.237 -3.339 -0.800
C 0.926 -0.947 -2.158 0.623
N 1.976 -0.094 -1.966 -0.494
C 0.331 -1.469 -0.868 -0.711
N -0.138 -0.142 0.003 -0.534
H 1.982 0.393 -1.082 0.241
H 2.240 0.453 -2.769 0.274
H 1.108 -1.967 -0.283 0.320
H -0.461 -2.197 -1.089 0.399
H -0.925 0.250 -0.514 0.214
H -0.497 -0.992 0.547 0.246
C -1.337 1.182 2.808 -0.711
N -0.401 1.837 1.912 -0.518
H -1.639 1.866 3.608 0.275
H -0.863 0.302 3.245 0.285
H -2.258 0.860 2.296 0.214
H -0.822 2.584 1.386 0.191
H 0.397 1.272 1.634 0.271
```

Calculated values
Energy relative to the best compared isomer or geometry (same formula, charge and spin)   188.1 kJ/mol
Charge   0
HOMO-LUMO gap   9.02 eV
HOMO energy   -8.31 eV
SMILES   [H]/N=C(/N)CN.CN
Lowest unoccupied orbital energy   0.7064 eV
Maximum force   5.650 eV/Å